Record 1
A 5-piece molecular cluster, C19H49BClF3O17P4 overall in a non-equilibrium geometry, computed with ωB97M-V with the def2-TZVPD basis set.

```
! RIJCOSX wB97M-V def2-TZVPD def2/J DEFGRID3
* xyz 0 1
C -2.04034 0.91308 3.00153
H -7.40419 4.83229 1.77275
H -8.46431 1.65476 -0.73479
O 6.33776 1.22705 -2.73021
H 3.71384 2.23725 -2.09123
H -1.13025 1.40679 2.66867
C 7.12434 4.75267 -0.88917
H 1.51775 -0.23715 -7.98730
C 0.84141 -1.84041 -0.11078
H 8.54807 0.49556 3.94799
H 8.10127 4.46216 -0.50727
H -4.23814 -0.14808 1.95655
H 0.01165 -0.76986 -3.76663
C 3.84407 1.48716 -1.30766
O 5.54846 -2.35255 3.77624
H 7.24313 1.69061 4.07541
H 3.49423 -2.27728 3.81279
P 6.80180 -1.66742 3.02011
C 0.15610 -3.67556 1.19130
B -0.26359 -2.99065 2.57043
O 6.77889 -2.72307 1.72297
H -2.02823 -3.83450 -6.19542
H 4.20768 -1.67093 2.31288
O -8.73509 0.74937 1.10415
H 3.73666 0.49188 -1.74278
C -9.27747 1.35730 -0.07084
H -11.27224 1.01577 4.65584
C -2.01143 -2.95055 -5.56249
H 1.22225 0.49312 -6.40209
F 1.14891 -0.77737 0.64927
C -3.35664 -0.43364 1.39057
F 1.55888 -1.69154 -1.24848
C -8.09834 4.07904 1.40504
H 4.18245 -3.42029 2.64936
H 7.19194 4.96791 -1.95474
Cl 0.98442 -2.35231 3.63377
O -2.12739 0.74364 -6.65626
H 6.78950 5.64807 -0.37140
H -9.07521 4.26035 1.85412
H -9.88842 2.23266 0.16208
H 6.95877 -2.56602 -0.33541
H -2.81379 -3.02576 -4.82657
H 6.09448 -1.21062 0.39912
C -2.13870 -0.47967 2.30410
C 7.57373 0.79038 3.56221
H -1.74111 -1.26270 4.31018
C 0.75855 0.20113 -7.34416
P -8.55444 1.62089 2.45422
H 0.33595 1.07628 -7.83527
H -1.98937 0.83558 4.08067
H -3.29965 -1.62914 3.67054
C 4.29232 -2.42957 3.09556
H 4.85559 1.12655 -4.19675
O 1.18990 -3.00521 0.43187
H -9.56523 0.98773 5.13617
H -3.51406 -1.36499 0.84912
O 6.60430 -0.23827 3.82696
O -7.55934 1.00569 3.36620
C 6.24883 -2.28953 0.44183
O 5.11965 1.59257 -0.66681
O 8.10217 -2.08983 3.59826
H -1.25041 -0.56111 1.68204
O -7.57256 2.76804 1.73807
H 6.50934 1.36173 -4.78981
C 5.79999 1.64071 -4.01311
H -10.30457 2.49203 4.52897
H -1.05112 -2.91226 -5.04275
H -2.86860 1.55622 2.72272
O 7.66521 1.87358 -0.86582
O -1.94161 -0.35726 -4.47771
H 5.29984 -2.79378 0.24944
C -1.01641 -0.69376 -3.41042
O -9.95233 1.01027 3.09132
H -2.35930 -3.29990 2.12000
H -0.72647 -3.90789 0.60629
O -2.22557 -1.80329 -6.38480
O 6.16158 3.71676 -0.62800
H 0.59251 -4.63477 1.47011
C -1.77424 -2.93574 2.96455
H 3.06966 1.62997 -0.55786
H -9.89971 0.62566 -0.58011
P -1.44811 -0.42236 -6.06147
C -10.28261 1.40710 4.43294
F -0.44902 -1.75045 -0.45897
H -1.30960 -1.64200 -2.96160
P 6.36036 2.29067 -1.43883
H -1.95909 -3.65755 3.76430
H 5.63482 2.71709 -4.06591
O -0.26010 -0.79257 -7.13630
C -2.24957 -1.53773 3.39192
H 7.64498 1.00006 2.49535
H -3.22410 0.32188 0.61844
H -1.06442 0.08470 -2.65128
H -8.18157 4.17508 0.32198
*
```

Computed properties:
frontier orbital gap: 0.290 hartree
SMILES string: CC(C)CCB(Cl)COC(F)(F)F.COP(=O)(OC)OC.COP(=O)(OC)OC.COP(=O)(OC)OC.COP(=O)(OC)OC
E_LUMO: -0.0475 Eh

---

Record 2
One molecule with the formula C6H11NO in a non-equilibrium geometry, computed with ωB97M-V with the def2-TZVPD basis set.

```
! RIJCOSX wB97M-V def2-TZVPD def2/J DEFGRID3
* xyz 0 1
H -3.18507 0.19923 -0.05305
H 2.54402 -0.54705 0.97186
C -0.20422 -0.25586 0.04226
H 0.66575 -0.19804 2.02574
H -1.16670 -0.18821 -1.84348
H 2.51576 1.01004 0.10565
C 0.33286 -1.77542 -0.21644
C -2.41898 0.90780 -0.40213
C -1.15125 0.23542 -0.84483
H -2.25529 1.62736 0.40318
C -0.15826 0.23664 1.46613
H 1.23722 -0.28954 -1.68458
N 1.27124 -0.50262 -0.68512
H -2.86067 1.45562 -1.23808
H 3.36042 -0.40046 -0.58125
O 0.14464 -2.71051 -0.92138
C 2.49152 -0.07478 -0.00818
H -0.07765 1.32443 1.49914
H -1.08536 -0.05404 1.96454
*
```

Computed properties:
frontier orbital gap (alpha / beta): 0.265 / 0.265 hartree
E_LUMO (alpha / beta): 0.0154 / 0.0152 Eh
energy above the lowest of the compared OMol25 structures with the same formula, charge and spin: 456.8 kJ/mol

---

Record 3
One molecule with the formula C5H11N in a non-equilibrium geometry, computed with ωB97M-V with the def2-TZVPD basis set.

```
! RIJCOSX wB97M-V def2-TZVPD def2/J DEFGRID3
* xyz 0 1
H -0.18262 2.43615 -0.90669
H 0.84878 2.31248 0.59152
H 0.11110 -0.92803 -1.72668
C 0.94035 -0.35911 1.00373
C 0.01022 1.97227 0.10490
H -2.08866 -0.33969 -2.42319
C -0.31901 -0.09598 -1.31279
H -2.25440 0.58439 -1.08330
C 0.28150 0.47197 -0.18645
H 1.39504 -2.41576 1.86153
H 0.62707 0.30551 1.87874
H 0.86963 -2.19090 0.09103
N -1.60264 0.34438 -1.86926
H 1.97000 -0.24231 0.78853
C 0.68699 -1.89434 1.10155
H -0.38241 -2.15897 1.41506
H -0.91093 2.19792 0.67178
*
```

Computed properties:
frontier orbital gap: 0.314 hartree
SMILES string: CC/C(C)=C/N
E_LUMO: 0.0380 Eh
energy above the lowest of the compared OMol25 structures with the same formula, charge and spin: 210.3 kJ/mol

---

Record 4
A 2-piece molecular cluster, C7H8Cl2N4O overall in a non-equilibrium geometry, computed with ωB97M-V with the def2-TZVPD basis set.

```
! RIJCOSX wB97M-V def2-TZVPD def2/J DEFGRID3
* xyz 2 1
Cl 1.18065 3.02894 0.65483
C 3.20800 1.85244 -0.53166
C 1.73767 0.34149 0.22313
O -2.68688 1.47602 1.04893
Cl 2.30636 -2.30345 0.76716
H 3.52473 2.95759 -0.59758
N -1.81603 -0.32145 -0.10693
C -2.73920 0.33044 0.48764
N -4.12891 -1.64326 0.11398
H 4.87493 0.83073 -1.59685
H -4.06845 -2.50694 0.56761
H -4.74974 -1.49915 -0.67110
C 3.89541 0.75416 -1.01233
C 1.99847 1.63224 0.20235
C 2.40694 -0.78434 0.00040
H -1.01761 -2.04617 -0.32690
C 3.47634 -0.52685 -0.86004
N -3.78207 -0.45358 0.84376
H -4.13185 -0.29650 1.79175
H 4.13622 -1.26053 -1.26650
H -1.82023 1.88356 0.97165
N -1.80475 -1.44537 -0.70329
*
```

Computed properties:
frontier orbital gap (alpha / beta): 0.235 / 0.235 hartree
E_LUMO (alpha / beta): -0.3940 / -0.3940 Eh
energy above the lowest of the compared OMol25 structures with the same formula, charge and spin: 253.7 kJ/mol

---

Record 5
A 2-piece molecular cluster, C5H11O3 overall in a non-equilibrium geometry, computed with ωB97M-V with the def2-TZVPD basis set.

```
! RIJCOSX wB97M-V def2-TZVPD def2/J DEFGRID3
* xyz -1 1
O -2.31992 0.45627 2.55276
H 2.23437 1.40017 -0.98270
H 0.54850 1.82010 -0.79645
O -0.15297 0.06871 -3.71898
C 0.91005 0.24632 -3.08709
H -2.10040 -0.07521 0.64269
H 0.01266 -0.65032 -1.34674
C 0.99798 -0.23445 -1.60863
H -0.05890 -1.30495 2.58057
H 1.17373 0.78031 0.32161
H -1.98923 0.19597 3.41286
H 0.21300 -1.15493 0.91208
H 1.76336 -1.00768 -1.46556
H -2.43355 -1.38276 1.79152
H 0.12061 0.31143 1.76129
C 1.26496 0.97909 -0.73609
C -0.33951 -0.67750 1.72515
O 1.97144 0.74268 -3.53622
C -1.81617 -0.51326 1.57792
*
```

Computed properties:
frontier orbital gap: 0.252 hartree
E_LUMO: 0.1120 Eh
energy above the lowest of the compared OMol25 structures with the same formula, charge and spin: 131.5 kJ/mol

---

Record 6
A 5-piece molecular cluster, C9H29N7O6 overall in a non-equilibrium geometry, computed with ωB97M-V with the def2-TZVPD basis set.

```
! RIJCOSX wB97M-V def2-TZVPD def2/J DEFGRID3
* xyz 0 1
H 14.35224 7.84562 32.11365
N 4.08370 7.36563 29.43739
H 8.72300 6.27033 26.84241
H 9.90905 5.03803 34.85241
O 13.29545 6.88024 30.47092
H 12.11095 6.25391 28.96046
C 12.00745 6.58764 29.99295
H 12.89104 3.53107 33.40824
H 8.64996 5.69895 28.63317
H 12.84377 8.38847 32.00466
C 8.49417 10.90899 29.32146
N 8.14717 4.83556 28.47772
C 13.10897 4.57106 35.25767
N 5.17544 6.05748 28.06102
H 14.29838 5.02805 32.03383
O 6.14796 7.92762 28.94960
C 10.71565 4.31210 34.94155
H 7.87392 12.82546 29.02423
C 7.89100 4.47043 27.23149
O 7.33157 3.47234 26.83743
H 12.84998 6.90435 33.78470
O 9.40432 10.15188 29.59796
H 6.00180 5.65473 27.64123
N 8.64905 12.20918 29.20530
H 3.31518 6.73984 29.26278
H 8.00566 4.26905 29.29852
H 11.34385 7.45258 30.03161
H 10.76442 3.73778 34.01501
H 13.82286 5.22534 35.75890
N 13.98466 5.32103 32.94800
C 5.26433 7.14053 28.78982
H 13.09045 3.66305 35.86507
H 7.01653 9.54903 28.97230
H 4.34033 5.53538 28.26350
O 8.74627 7.66699 28.34883
H 8.96119 8.47598 28.82946
C 12.99495 6.37458 32.84171
H 3.93717 8.22398 29.94221
H 9.53514 12.66768 29.34319
H 11.60121 5.72672 30.52848
H 10.59987 3.57938 35.74142
N 7.26469 10.52815 28.97954
H 8.02027 5.34610 25.47273
H 11.98609 5.99892 32.64897
N 8.31004 5.44536 26.43282
O 11.82646 5.20005 35.25382
C 13.37745 7.45351 31.81782
H 7.77819 7.63202 28.35040
C 13.65868 4.17444 33.84244
H 14.56515 3.66077 34.16319
H 6.55767 11.16400 28.65015
*
```

Computed properties:
frontier orbital gap: 0.319 hartree
SMILES string: COCCNCCOC.NC(N)=O.NC(N)=O.NC(N)=O.O
E_LUMO: 0.0137 Eh
energy above the lowest of the compared OMol25 structures with the same formula, charge and spin: 135.3 kJ/mol